--- i ---
The following is a quantum chemistry calculation of the molecule C4H4O3S, from OMol25.

LUMO level (eV): -0.94
Charge: 0
HOMO-LUMO gap (eV): 9.435
Structure (SMILES): O=C(O)/C=C/C(=O)S

Positions of all 12 atoms, in Å:
O -0.194 -2.378 1.245
C -0.683 -1.828 0.311
O -1.495 -2.620 -0.440
C -0.564 -0.353 -0.011
C 0.447 0.255 0.657
C 1.011 1.630 0.366
O 1.810 2.159 1.050
S 0.467 2.280 -1.266
H -1.924 -2.126 -1.215
H -1.169 0.024 -0.877
H 0.981 -0.352 1.397
H 1.314 3.310 -1.219

Atomic partial charges in e from the Mulliken method, atoms 1 to 6: -0.514, 0.691, -0.465, -0.344, -0.136, 0.404

--- ii ---
The following is a quantum chemistry calculation of a structure of composition C4H4O3S, from OMol25.

LUMO level (eV): -0.45
Charge: 0
HOMO-LUMO gap (eV): 9.476

Positions of all 12 atoms, in Å:
C 0.080 -0.271 -0.021
C -0.215 0.699 1.098
C 1.401 0.466 -0.348
C -0.867 -0.183 -1.156
H -0.134 -2.050 -0.141
H 0.310 0.456 2.079
H -1.439 0.766 1.321
H -1.417 0.810 -1.270
O 0.209 -1.501 0.520
O 2.470 0.034 -0.653
O -1.092 -1.273 -1.760
S 0.693 2.046 0.330

Atomic partial charges in e from the Mulliken method, atoms 1 to 6: 0.910, -0.752, 0.273, 0.007, 0.334, 0.345

Relative energies, in hartree, with the most stable structure set to zero: i 0.0000; ii 0.0448.

--- i ---
The following is a quantum chemistry calculation of the molecule C5H3N, from OMol25.

LUMO level (spin up / spin down) (eV): -0.64 / -1.74
Charge: 0
HOMO-LUMO gap (spin up / spin down) (eV): 8.590 / 7.124

Positions of all 9 atoms, in Å:
C -1.813 0.935 1.572
C -0.907 0.589 0.443
C -0.742 0.092 1.718
C -0.022 0.340 -0.685
C 0.859 -0.888 -0.357
N 0.970 -1.373 0.773
H -0.610 0.479 -1.640
H 0.725 1.157 -0.776
H 1.542 -1.331 -1.048

Atomic partial charges in e from the Mulliken method, atoms 1 to 6: -0.669, 0.456, 0.034, -0.389, 0.009, -0.385

--- ii ---
The following is a quantum chemistry calculation of the molecule C5H3N, from OMol25.

LUMO level (eV): -1.82
Charge: 0
HOMO-LUMO gap (eV): 8.567

Positions of all 9 atoms, in Å:
C -0.306 0.924 -0.146
C 0.969 1.203 -0.256
C 2.196 1.139 -0.484
C -0.765 -0.470 0.099
C 0.409 -1.331 0.254
N 1.233 -2.114 0.388
H -0.948 1.806 -0.286
H -1.442 -0.340 1.080
H -1.345 -0.816 -0.649

Atomic partial charges in e from the Mulliken method, atoms 1 to 6: -0.222, 0.047, -0.352, -0.199, 0.188, -0.336

Relative energies, in hartree, with the most stable structure set to zero: i 0.1039; ii 0.0000.

--- i ---
The following is a quantum chemistry calculation of a cluster of 2 separate species, C2H8S3 in total, from OMol25.

LUMO level (eV): -0.30
Charge: 0
HOMO-LUMO gap (eV): 8.266
Structure (SMILES): CSC.SS

Positions of all 13 atoms, in Å:
C 0.285 1.703 1.406
S -1.353 1.958 0.688
C -1.253 0.817 -0.770
H 1.049 2.279 0.886
H 0.219 1.961 2.461
H 0.582 0.651 1.369
H -1.825 1.311 -1.547
H -1.832 -0.001 -0.351
H -0.207 0.663 -1.011
S 1.966 -3.867 -0.895
S 0.215 -2.924 -0.093
H 2.166 -2.955 -1.868
H -0.012 -1.596 -0.274

Atomic partial charges in e from the Mulliken method, atoms 1 to 6: -0.733, -0.086, -0.678, 0.290, 0.293, 0.211

--- ii ---
The following is a quantum chemistry calculation of a cluster of 2 separate species, C2H8S3 in total, from OMol25.

LUMO level (eV): 0.20
Charge: 0
HOMO-LUMO gap (eV): 8.769
Structure (SMILES): CSC.SS

Positions of all 13 atoms, in Å:
C 1.354 -0.031 0.672
S -0.433 -0.539 0.375
C -0.654 -2.110 1.450
H 1.310 1.128 0.596
H 1.805 -0.274 -0.242
H 1.857 -0.722 1.363
H -0.780 -1.962 2.604
H -1.544 -2.604 0.819
H 0.249 -2.599 1.028
S -1.490 1.860 -2.701
S -0.544 3.423 -1.589
H -1.418 0.969 -1.708
H 0.287 3.463 -2.668

Atomic partial charges in e from the Mulliken method, atoms 1 to 6: -0.783, -0.030, -0.771, 0.241, 0.298, 0.336

Relative energies, in hartree, with the most stable structure set to zero: i 0.0000; ii 0.0199.

--- i ---
The following is a quantum chemistry calculation of the molecule C17H22N2O4, from OMol25.

LUMO level (eV): 0.59
Charge: 0
HOMO-LUMO gap (eV): 9.268
Structure (SMILES): C#CCN1CC(=O)N(COC(=O)[C@@H]2[C@H](C=C(C)C)C2(C)C)C1=O

Positions of all 45 atoms, in Å:
C 0.230 -7.230 -0.801
C 0.784 -6.589 0.054
C 1.725 -5.789 0.920
N 1.057 -4.721 1.617
C -0.019 -4.994 2.577
C -0.476 -3.580 2.744
O -0.963 -3.229 3.807
N 0.098 -2.714 1.817
C 0.400 -1.337 2.087
O -0.349 -0.574 1.083
C -0.247 0.797 1.075
O 0.652 1.451 1.606
C -1.156 1.471 0.059
C -0.805 2.433 -1.040
C 0.595 2.987 -1.389
C 0.903 3.401 -2.646
C 2.280 3.845 -2.952
C -0.087 3.368 -3.923
C -1.607 2.968 0.110
C -3.116 3.117 -0.038
C -0.892 4.003 1.079
C 1.047 -3.417 1.150
O 1.906 -2.878 0.401
H -0.189 -7.833 -1.509
H 2.503 -5.401 0.323
H 2.287 -6.541 1.531
H 0.434 -5.302 3.486
H -0.796 -5.605 2.120
H 1.522 -1.159 2.016
H 0.114 -1.064 3.073
H -2.006 0.772 -0.117
H -1.375 2.041 -1.857
H 1.375 2.951 -0.633
H 2.348 4.924 -2.939
H 2.995 3.517 -2.251
H 2.467 3.387 -3.965
H 0.034 2.548 -4.535
H 0.140 4.263 -4.583
H -1.055 3.383 -3.487
H -3.387 4.058 -0.562
H -3.552 2.353 -0.622
H -3.531 3.144 0.977
H -0.980 5.077 0.712
H -1.456 3.957 2.064
H 0.147 3.741 1.360

Atomic partial charges in e from the Mulliken method, atoms 1 to 6: 0.138, -0.507, -0.942, 0.047, -0.279, 0.256

--- ii ---
The following is a quantum chemistry calculation of the molecule C17H22N2O4, from OMol25.

LUMO level (eV): 0.49
Charge: 0
HOMO-LUMO gap (eV): 9.577
Structure (SMILES): CCCCCCC(=O)N(O)[C@@H]1CC(=O)N(c2ccccc2)C1=O

Positions of all 45 atoms, in Å:
C 3.867 -2.920 -4.333
C 2.851 -2.655 -3.228
C 1.594 -3.502 -3.408
C 0.486 -3.163 -2.412
C 0.845 -3.518 -0.970
C -0.339 -3.301 -0.029
C -0.651 -1.835 0.136
O 0.131 -0.922 -0.039
N -1.921 -1.542 0.521
O -2.856 -2.521 0.819
C -2.301 -0.164 0.757
C -2.479 0.671 -0.508
C -1.579 1.877 -0.321
O -1.490 2.827 -1.047
N -0.863 1.698 0.852
C 0.174 2.576 1.270
C 1.414 2.048 1.600
C 2.422 2.899 2.015
C 2.198 4.264 2.089
C 0.960 4.782 1.746
C -0.060 3.941 1.340
C -1.169 0.540 1.524
O -0.710 0.170 2.571
H 3.445 -2.680 -5.307
H 4.161 -3.967 -4.338
H 4.758 -2.314 -4.188
H 2.575 -1.598 -3.233
H 3.310 -2.874 -2.263
H 1.853 -4.560 -3.316
H 1.209 -3.345 -4.420
H -0.419 -3.709 -2.696
H 0.266 -2.095 -2.471
H 1.671 -2.892 -0.634
H 1.155 -4.563 -0.918
H -0.100 -3.693 0.965
H -1.227 -3.820 -0.395
H -2.752 -2.786 1.750
H -3.201 -0.180 1.378
H -3.507 0.988 -0.681
H -2.140 0.128 -1.392
H 1.576 0.985 1.522
H 3.389 2.494 2.276
H 2.989 4.925 2.410
H 0.785 5.846 1.798
H -1.026 4.338 1.070

Atomic partial charges in e from the Mulliken method, atoms 1 to 6: -1.409, -0.111, -0.855, -0.429, -0.634, -0.766

Relative energies, in hartree, with the most stable structure set to zero: i 0.1478; ii 0.0000.